C6H13O2 | the ωB97M-V functional and the def2-TZVPD basis

The charge is -1. The value obtained for the energy relative to the best compared isomer or geometry (same formula, charge and spin) is 21.75 kcal per mole. Its largest force on an atom is 2.9 eV/Å. As for the molecular weight: 117.2 g mol⁻¹. As for the HOMO-LUMO gap: 7.42 eV.

Each line ends with the Mulliken charge.
Element x y z (Å)
1 C -0.8120 0.6366 -1.6257  -0.036
2 C -1.4532 1.3445 -2.8021  -1.271
3 C -1.6520 1.0488 -0.3913  -1.058
4 H -0.7377 -0.4533 -1.6631  0.257
5 H 0.2635 0.7737 -1.4951  0.278
6 H -0.9488 1.1960 -3.7620  0.358
7 H -1.5157 2.4308 -2.7068  0.302
8 H -1.4479 1.9953 0.1155  0.295
9 H -2.6995 1.0323 -0.6991  0.295
10 H -2.4850 1.0424 -3.0180  0.328
11 H -1.5155 0.3437 0.4262  0.267
12 C 2.0509 -1.0571 1.6439  -0.281
13 C 1.0706 -0.5899 2.7206  -1.016
14 C 1.4477 -2.0783 0.5784  0.326
15 O 0.5610 -1.7428 -0.2146  -0.614
16 O 2.0956 -3.1695 0.6304  -0.775
17 H 2.3082 -0.1351 1.0974  0.179
18 H 3.0167 -1.3930 1.9943  0.329
19 H 0.1276 -1.1113 2.8520  0.304
20 H 0.8313 0.4747 2.5858  0.226
21 H 1.4945 -0.5885 3.7332  0.309


C6H36NO11 | the ωB97M-V functional and the def2-TZVPD basis

The multiplicity is 2. The charge is +2. The value obtained for the energy relative to the best compared isomer or geometry (same formula, charge and spin) is 0.00 kcal per mole. Its largest force on an atom is 3.7 eV/Å. As for the molecular weight: 298.3 g mol⁻¹. As for the HOMO-LUMO gap (spin up / spin down): 9.34 / 5.21 eV.

Each line ends with the Löwdin spin population.
Element x y z (Å)
1 C 0.0310 -2.8074 0.9771  0.007
2 C 0.4990 -1.5671 0.2619  0.015
3 C -0.0802 -1.8248 -1.2378  0.055
4 C 0.7448 -0.9155 -2.1702  0.067
5 C -0.2633 -0.6376 -4.4002  0.479
6 C 0.4443 -1.4522 -3.5376  0.301
7 N -0.0602 -0.2756 0.7358  0.001
8 H 0.3302 -3.7198 0.4677  0.000
9 H 0.1530 -2.7599 2.0984  0.003
10 H -1.0898 -2.8430 0.9068  0.001
11 H 1.5689 -1.4894 0.2224  0.000
12 H -0.0007 -2.8704 -1.4598  0.000
13 H -1.1042 -1.4758 -1.2163  0.000
14 H 1.8276 -1.2037 -2.1151  0.021
15 H 0.6020 0.1559 -2.0861  -0.001
16 H -0.6536 0.3309 -4.1603  0.020
17 H -0.6278 -1.0436 -5.3741  0.016
18 H 0.7453 -2.4735 -3.8233  0.007
19 H -0.7689 0.1306 0.0890  0.000
20 H 0.6274 0.4326 1.0271  0.000
21 H -0.3828 -0.3855 1.7643  0.000
22 H 1.1316 -0.6645 4.0163  0.000
23 H 0.7658 -2.1113 4.3467  0.000
24 O 0.5639 -1.1992 4.5835  0.000
25 H 0.7123 3.5810 -0.0950  0.000
26 H 0.2353 2.8836 1.1128  0.000
27 O 1.0693 3.0851 0.6613  0.000
28 H -1.3800 -0.1324 3.6850  0.000
29 H -2.0560 1.0308 2.8502  0.000
30 O -1.4818 0.2581 2.8042  0.000
31 H -3.8194 2.1912 -3.0246  0.000
32 H -3.0202 3.3945 -2.6258  0.000
33 O -3.1091 2.4524 -2.4253  0.000
34 H 3.6967 0.0817 2.8614  0.000
35 H 3.5061 -0.2595 1.3908  0.000
36 O 3.0099 0.0189 2.1762  0.000
37 H -3.3521 -0.8977 -2.4433  0.000
38 H -3.5714 -1.0960 -0.8766  0.000
39 O -3.0503 -0.6361 -1.5709  0.004
40 H -2.0969 2.6054 1.2847  0.000
41 H -1.1763 3.5425 2.1381  0.000
42 O -2.1050 3.4023 1.8253  0.000
43 H -3.2423 -1.1293 2.2988  0.000
44 H -3.8518 -2.2639 1.6971  0.000
45 O -3.4337 -1.4418 1.3725  0.000
46 H -1.6285 1.7405 -0.6539  0.000
47 H -0.6629 1.5771 -1.7697  0.000
48 O -0.6551 1.6160 -0.8018  0.000
49 H 3.2788 1.9703 0.2297  0.000
50 H 4.6694 1.7230 -0.4392  0.000
51 O 4.0060 1.3054 0.1253  0.000
52 H 4.5270 -1.2441 -2.5752  0.000
53 H 4.6205 -0.5241 -1.1267  0.000
54 O 4.3650 -1.3033 -1.6339  0.004


C18H23N9O4PdS4 | the ωB97M-V functional and the def2-TZVPD basis

The charge is +2. The value obtained for the energy relative to the best compared isomer or geometry (same formula, charge and spin) is 36.44 kcal per mole. Its largest force on an atom is 1.7 eV/Å. As for the molecular weight: 664.1 g mol⁻¹. As for the HOMO-LUMO gap (spin up / spin down): 4.48 / 4.48 eV.

Each line ends with the Mulliken charge.
Element x y z (Å)
1 Pd -0.2473 0.6420 -0.1008  0.025
2 C 1.3399 5.7874 0.9858  -1.329
3 C 1.8495 4.6266 0.2274  1.073
4 N 3.0887 4.3574 -0.0266  -0.805
5 N 3.0703 3.2282 -0.7685  0.265
6 C 1.8403 2.7677 -0.9873  0.467
7 S 1.3297 1.4521 -1.9351  -0.312
8 N 1.0450 3.6691 -0.3620  0.413
9 N -0.3261 3.5340 -0.3265  -0.751
10 H 2.1785 6.4193 1.2644  0.360
11 H 0.8252 5.4707 1.8947  0.325
12 H 0.6452 6.3678 0.3771  0.349
13 H 3.9398 2.8235 -1.0779  0.175
14 H -0.6948 3.9477 0.5201  0.226
15 H -0.7478 3.9469 -1.1525  0.293
16 C 0.1151 0.6325 3.9779  -1.275
17 C -0.2248 0.7448 2.5246  1.079
18 O 0.0455 1.7732 1.8709  -0.607
19 O -0.8275 -0.2309 1.9365  -0.823
20 H 1.1988 0.6634 4.0895  0.331
21 H -0.2605 -0.3005 4.3896  0.349
22 H -0.3017 1.4826 4.5147  0.388
23 C -5.4705 1.3855 -1.5052  -0.864
24 N -4.8896 0.8459 -0.2861  0.182
25 C -5.5938 0.4264 0.8235  -0.366
26 C -4.6922 -0.0016 1.7338  -0.543
27 N -3.4488 0.1591 1.1680  0.534
28 C -3.5765 0.6749 -0.0602  0.304
29 S -2.3470 1.0768 -1.1914  -0.136
30 H -6.4863 1.0171 -1.6111  0.335
31 H -4.8809 1.0719 -2.3645  0.364
32 H -5.4887 2.4747 -1.4732  0.326
33 H -6.6660 0.4854 0.8874  0.479
34 H -4.8425 -0.4094 2.7171  0.494
35 H -2.5479 -0.0184 1.6186  0.068
36 N 5.0543 -4.4118 -3.2597  -0.438
37 C 4.3334 -3.7184 -2.3633  1.169
38 C 3.7318 -4.3777 -1.2654  -0.830
39 C 2.9652 -3.6775 -0.3723  -0.635
40 C 2.7820 -2.3027 -0.5474  -0.097
41 C 3.3902 -1.6259 -1.6074  -0.310
42 C 4.1658 -2.3211 -2.4978  -0.937
43 S 1.6593 -1.4734 0.4869  1.875
44 O 1.4649 -2.1954 1.7037  -0.731
45 O 1.9350 -0.0479 0.5536  -0.665
46 N 0.2445 -1.4786 -0.4323  -0.241
47 C -0.7485 -2.3295 -0.1817  0.414
48 S -0.5528 -3.8463 0.7431  0.104
49 C -2.1627 -4.2099 0.4057  -0.309
50 C -2.7735 -3.1791 -0.2909  -0.483
51 N -1.9858 -2.1550 -0.6189  -0.141
52 H 5.1679 -5.4054 -3.1707  0.207
53 H 5.4898 -3.9578 -4.0419  0.206
54 H 3.8860 -5.4404 -1.1326  0.333
55 H 2.5195 -4.1731 0.4802  0.563
56 H 3.2496 -0.5588 -1.7098  0.285
57 H 4.6554 -1.8020 -3.3113  0.340
58 H -2.6119 -5.1343 0.7360  0.456
59 H -3.8094 -3.1712 -0.5983  0.469


C26H21HfI2N4O6 | the ωB97M-V functional and the def2-TZVPD basis

The charge is +1. The value obtained for the energy relative to the best compared isomer or geometry (same formula, charge and spin) is 13.15 kcal per mole. Its largest force on an atom is 1.4 eV/Å. As for the molecular weight: 917.8 g mol⁻¹. As for the HOMO-LUMO gap: 5.57 eV.

Each line ends with the Mulliken charge.
Element x y z (Å)
1 Hf 0.0484 -0.0661 0.3179  1.639
2 I 0.1344 4.8485 -0.4844  0.174
3 C 1.6802 3.5081 -0.2922  -0.715
4 C 3.0018 3.9954 -0.1055  -0.379
5 C 4.0641 3.1538 0.0214  -0.470
6 I 5.9545 3.9635 0.2018  0.182
7 C 3.8500 1.7462 0.0299  0.526
8 C 4.8644 0.7776 0.1780  -0.306
9 C 4.5719 -0.5609 0.2156  -1.188
10 C 3.2422 -0.9558 0.1305  0.101
11 N 2.2532 -0.0885 -0.0241  -0.197
12 C 2.5360 1.2731 -0.1173  0.777
13 C 1.4466 2.1682 -0.3556  0.638
14 O 0.2067 1.6231 -0.6438  -0.746
15 H 3.1580 5.0652 -0.0835  0.369
16 H 5.8920 1.1109 0.2617  0.230
17 H 5.3454 -1.3055 0.3337  0.414
18 H 2.9622 -1.9994 0.2113  0.546
19 O -6.4708 0.0081 2.5277  -0.681
20 C -6.2523 -0.0196 1.3052  0.416
21 O -6.9867 -0.0633 0.3029  -0.696
22 C -4.7787 0.1238 0.9632  0.207
23 C -4.3461 0.0580 -0.3591  -0.782
24 C -3.0057 0.0701 -0.6421  -0.193
25 N -2.0809 0.1457 0.3429  -0.069
26 C -2.5030 0.2463 1.6566  0.775
27 C -3.8224 0.2355 1.9819  -0.635
28 C -1.4330 0.3285 2.7264  0.192
29 O -1.6584 0.3381 3.8795  -0.466
30 O -0.1144 0.3150 2.1995  -0.777
31 H -5.1071 -0.0145 -1.1267  0.539
32 H -2.6280 0.0347 -1.6560  0.562
33 H -4.1629 0.2956 3.0088  0.648
34 C 0.3590 -2.5700 -4.6727  -1.115
35 C -0.4802 -3.7135 -4.1243  -0.741
36 N 0.3058 -4.8418 -3.6199  0.145
37 C 0.9337 -5.7460 -4.5980  -0.734
38 C 2.4346 -5.5472 -4.7127  -1.060
39 C 0.4915 -5.1379 -2.3216  0.385
40 O 1.1183 -6.1027 -1.9192  -0.598
41 C -0.1260 -4.2644 -1.2502  -0.075
42 C -0.8965 -4.8713 -0.2633  -0.364
43 C -1.3334 -4.1439 0.8314  -1.055
44 C -0.9539 -2.8253 0.9358  0.001
45 N -0.2022 -2.2293 -0.0185  -0.237
46 C 0.1959 -2.9409 -1.0895  -0.037
47 H -0.2741 -1.7143 -4.9136  0.384
48 H 0.8787 -2.8603 -5.5867  0.365
49 H 1.1234 -2.2509 -3.9591  0.309
50 H -1.1228 -4.1023 -4.9146  0.384
51 H -1.1466 -3.3707 -3.3344  0.479
52 H 0.4415 -5.5625 -5.5530  0.413
53 H 0.7103 -6.7664 -4.2946  0.396
54 H 2.6811 -4.5166 -4.9764  0.273
55 H 2.8332 -6.1975 -5.4919  0.384
56 H 2.9302 -5.8014 -3.7755  0.317
57 H -1.1284 -5.9256 -0.3564  0.571
58 H -1.9373 -4.5902 1.6087  0.489
59 H -1.2340 -2.2421 1.8039  0.508
60 H 0.8190 -2.4259 -1.8113  0.578


Copy entry 1 word for word.
C6H13O2 | the ωB97M-V functional and the def2-TZVPD basis

The charge is -1. The value obtained for the energy relative to the best compared isomer or geometry (same formula, charge and spin) is 21.75 kcal per mole. Its largest force on an atom is 2.9 eV/Å. As for the molecular weight: 117.2 g mol⁻¹. As for the HOMO-LUMO gap: 7.42 eV.

Each line ends with the Mulliken charge.
Element x y z (Å)
1 C -0.8120 0.6366 -1.6257  -0.036
2 C -1.4532 1.3445 -2.8021  -1.271
3 C -1.6520 1.0488 -0.3913  -1.058
4 H -0.7377 -0.4533 -1.6631  0.257
5 H 0.2635 0.7737 -1.4951  0.278
6 H -0.9488 1.1960 -3.7620  0.358
7 H -1.5157 2.4308 -2.7068  0.302
8 H -1.4479 1.9953 0.1155  0.295
9 H -2.6995 1.0323 -0.6991  0.295
10 H -2.4850 1.0424 -3.0180  0.328
11 H -1.5155 0.3437 0.4262  0.267
12 C 2.0509 -1.0571 1.6439  -0.281
13 C 1.0706 -0.5899 2.7206  -1.016
14 C 1.4477 -2.0783 0.5784  0.326
15 O 0.5610 -1.7428 -0.2146  -0.614
16 O 2.0956 -3.1695 0.6304  -0.775
17 H 2.3082 -0.1351 1.0974  0.179
18 H 3.0167 -1.3930 1.9943  0.329
19 H 0.1276 -1.1113 2.8520  0.304
20 H 0.8313 0.4747 2.5858  0.226
21 H 1.4945 -0.5885 3.7332  0.309


What is the formula in the fourth record?
C26H21HfI2N4O6


Which formula does entry 2 have?
C6H36NO11